No. 1
This record from the Open Molecules 2025 dataset describes a structure of composition C18H41N2OP3SYb. The level of theory is ωB97M-V/def2-TZVPD.

CARTESIAN COORDINATES (ANGSTROEM)
C  3.7319  -0.7162  -0.4460
H  -4.0228  0.6641  -2.5681
C  7.0929  1.9356  -4.6961
C  -3.1715  2.3152  -0.2037
H  -2.3408  2.5927  -3.2135
H  -1.7808  -2.1887  -1.4972
H  2.0356  2.2407  2.5799
H  3.2594  -3.6677  0.4187
H  2.9833  -0.1948  2.6689
H  3.9259  -1.7221  2.5397
H  2.1940  -1.7661  2.9948
H  -0.2697  -2.8753  -0.7084
N  -3.6598  -0.2926  3.0853
H  2.0139  -3.2804  -0.8103
H  4.6451  -1.3249  -0.3573
H  -2.7009  -0.5546  -2.7347
H  0.6898  4.8149  0.8431
H  2.6883  3.9030  -1.1353
H  1.5301  -3.6063  0.8776
P  1.2655  2.4543  0.3112
H  1.1661  -1.6866  -2.4706
C  6.5881  1.5612  -3.4287
Yb  0.1376  -0.0886  -0.3867
C  0.0829  -1.4921  -2.3488
H  -3.7258  3.0034  -0.8532
P  -2.1092  1.2634  -1.2366
H  -3.1446  0.4771  3.4648
N  -3.8104  -2.1445  1.7710
C  -1.4714  2.2803  -2.6186
H  3.3949  -0.7391  -1.5054
H  -0.5622  4.0125  -0.1393
H  3.9605  0.3359  -0.1812
C  2.5296  2.5312  1.6377
H  3.3375  1.8101  1.4332
H  5.7799  0.0130  -2.1870
H  -0.3933  3.6256  1.5971
C  -3.0571  -1.0830  2.1713
H  7.4864  2.9415  -4.8446
H  -3.4295  -2.8002  1.1159
H  7.4248  1.2790  -6.7205
P  2.3849  -1.3665  0.6440
H  2.9390  2.1574  -1.4589
C  6.0811  -0.6520  -4.2443
H  6.8682  3.2903  -2.6421
H  -4.5891  -2.4727  2.3253
H  -2.5356  2.8727  0.5048
H  -0.3572  -0.8056  -3.1000
C  7.0555  1.0011  -5.7313
O  6.4784  2.4370  -2.3842
C  6.1172  0.2638  -3.1933
C  -0.6852  -2.1609  -1.4476
H  1.4639  2.9825  -2.0701
C  2.9508  -1.2572  2.3750
H  6.5230  -1.0086  -6.3348
S  -1.5046  -0.7782  1.6097
H  5.6846  -1.6513  -4.0600
C  2.3112  -3.1519  0.2445
H  2.9692  3.5244  1.7746
H  -4.4261  -0.6375  3.6734
C  0.1623  3.8720  0.6776
H  -3.8643  1.6742  0.3640
H  -0.7838  1.6664  -3.2358
H  -3.7160  -0.5395  -1.2576
C  6.5491  -0.2885  -5.5140
C  2.1818  2.9325  -1.2285
C  -3.2547  0.0917  -2.0344
H  -0.9194  3.1530  -2.2240

As for the net charge: +3. The value obtained for the HOMO energy (spin up / spin down) is -13.9 / -13.9 eV. The spin multiplicity is 2. As for the expectation value of S²: 0.751. The calculation puts the gap between HOMO and LUMO (spin up / spin down) at 0.1158 / 0.1109 Ha.

---

No. 2
This record from the Open Molecules 2025 dataset describes a structure of composition C7H25BClMnO8P. The level of theory is ωB97M-V/def2-TZVPD.

CARTESIAN COORDINATES (ANGSTROEM)
H  1.0347  -3.2347  17.6329
H  6.0762  0.4668  14.5240
H  2.8222  -1.1357  10.7188
C  6.0749  -3.8548  13.6670
H  4.5284  -4.4298  19.6937
O  2.8107  -2.1883  18.1257
H  3.0859  -5.4668  19.1955
Cl  3.3588  0.7636  15.4071
H  6.4524  -5.6363  14.7767
H  4.6761  -3.2624  12.4696
C  2.9108  -0.9503  11.7893
H  4.6918  -6.0248  19.2007
Mn  4.5409  -1.1916  14.3537
C  5.6182  -5.1887  14.2366
C  5.7761  -1.0255  18.5439
H  5.8980  -0.6167  19.5470
C  1.5767  -2.3225  17.3833
H  1.1720  -2.1797  12.4266
H  0.8844  -1.4853  17.4725
H  6.7458  -0.9233  13.7737
H  6.7412  -0.9493  18.0432
H  6.7659  -3.3976  14.3753
O  4.2664  -0.6487  12.2613
H  4.6231  -6.7249  13.6126
C  2.2573  -2.1382  12.5194
O  2.5033  -2.1313  13.9512
H  4.8255  -5.0309  14.9679
H  5.0605  -0.3719  18.0451
P  4.2026  -2.8307  17.4953
H  2.3164  -2.9905  14.3366
H  6.1986  -1.0850  15.4581
H  7.6418  -0.1848  15.0568
O  5.0211  -2.9823  13.3206
O  5.3291  -2.3930  18.5690
O  5.1173  -6.0054  13.2131
H  6.7075  -4.0747  12.8070
O  4.0823  -4.5065  17.6936
O  4.2779  -2.4439  16.0430
H  2.3291  -0.0848  12.1063
H  2.5445  -3.0762  12.0444
B  6.6437  -0.4282  14.7269
H  4.6373  -0.1895  11.5042
C  4.1018  -5.1352  18.9806
H  1.7693  -2.3540  16.3109

As for the net charge: +1. The value obtained for the HOMO energy (spin up / spin down) is -12.7 / -13.3 eV. The spin multiplicity is 7. As for the expectation value of S²: 12.007. The calculation puts the gap between HOMO and LUMO (spin up / spin down) at 0.3710 / 0.2042 Ha.

---

Results for relative energy (zero: lowest compared OMol25 entry of this formula, charge and spin): 1.4976, 0.0319 (in eV, following the order of the records).